DFT (the ωB97M-V functional and the def2-TZVPD basis) results for a molecular structure, C23H36N6OPdS4.

The geometry in XYZ format:
```
71
Properties=species:S:1:pos:R:3:lowdin_charge:R:1
Pd -0.21 -0.32 0.41 0.27
C 3.26 1.31 -4.38 -0.06
C 2.03 1.48 -3.51 -0.20
N 2.15 0.78 -2.22 0.04
C 2.24 1.25 -0.99 -0.71
S 2.14 0.09 0.33 0.68
N 2.48 2.52 -0.67 0.04
C 3.18 3.56 -1.45 -0.20
C 2.30 4.75 -1.81 -0.07
H 3.06 1.72 -5.37 0.09
H 3.50 0.25 -4.51 0.08
H 4.13 1.82 -3.97 0.07
H 1.16 1.04 -4.00 0.13
H 1.80 2.52 -3.32 0.09
H 2.07 -0.23 -2.25 0.12
H 2.40 2.69 0.32 0.13
H 3.60 3.09 -2.34 0.09
H 4.01 3.89 -0.84 0.13
H 1.45 4.46 -2.42 0.07
H 2.88 5.48 -2.36 0.09
H 1.93 5.24 -0.90 0.08
S -2.52 -0.89 0.18 0.61
C -2.86 -1.59 1.75 -0.73
N -2.94 -0.84 2.83 0.05
C -3.43 -1.36 4.11 -0.14
C -2.96 -2.79 4.26 -0.15
C -3.43 -3.60 3.07 -0.13
N -3.08 -2.89 1.83 0.05
H -2.87 0.16 2.70 0.09
H -4.52 -1.31 4.12 0.14
H -3.05 -0.72 4.91 0.13
H -3.35 -3.23 5.18 0.13
H -1.87 -2.81 4.32 0.12
H -4.51 -3.76 3.10 0.13
H -2.94 -4.58 3.04 0.13
H -3.01 -3.41 0.97 0.13
C -1.37 4.07 0.05 -0.20
S -1.64 2.31 0.21 0.91
O -0.40 1.78 0.96 -0.66
C -2.93 2.37 1.43 -0.45
C -2.59 2.50 2.77 -0.09
C -3.60 2.53 3.72 -0.06
C -4.93 2.42 3.32 -0.05
C -5.26 2.29 1.98 -0.05
C -4.25 2.26 1.02 -0.08
H -1.07 4.48 1.01 0.08
H -2.30 4.51 -0.29 0.08
H -0.59 4.22 -0.70 0.04
H -1.55 2.57 3.06 0.12
H -3.36 2.64 4.77 0.12
H -5.72 2.44 4.07 0.12
H -6.29 2.22 1.68 0.12
H -4.50 2.14 -0.03 0.12
N 1.98 -2.60 1.75 0.10
C 1.73 -2.86 0.47 -0.82
S 0.14 -2.55 -0.18 0.64
N 2.71 -3.39 -0.25 0.09
C 2.83 -3.59 -1.67 -0.25
C 4.08 -3.34 -2.21 -0.03
C 4.29 -3.50 -3.57 -0.07
C 3.25 -3.91 -4.38 -0.07
C 2.00 -4.19 -3.83 -0.06
C 1.79 -4.04 -2.47 -0.05
H 1.27 -2.14 2.30 0.09
H 2.90 -2.71 2.16 0.13
H 3.59 -3.49 0.23 0.16
H 4.89 -3.01 -1.57 0.12
H 5.27 -3.31 -3.98 0.11
H 3.41 -4.05 -5.44 0.11
H 1.20 -4.55 -4.45 0.12
H 0.83 -4.31 -2.04 0.08
```

As for the total charge: +2.

=====

DFT (the ωB97M-V functional and the def2-TZVPD basis) results for a molecular structure, C23H36N6OPdS4.

The geometry in XYZ format:
```
71
Properties=species:S:1:pos:R:3:lowdin_charge:R:1
Pd -0.98 -0.02 0.07 0.28
C -4.22 -5.72 1.02 -0.06
C -2.91 -5.03 1.40 -0.21
N -2.49 -4.02 0.42 0.03
C -2.74 -2.72 0.33 -0.69
S -2.06 -1.91 -1.08 0.68
N -3.48 -2.01 1.16 0.04
C -4.23 -2.39 2.36 -0.20
C -3.40 -2.23 3.63 -0.06
H -4.47 -6.47 1.76 0.09
H -4.13 -6.21 0.05 0.08
H -5.04 -5.00 0.96 0.07
H -2.10 -5.76 1.44 0.13
H -2.96 -4.58 2.39 0.09
H -1.97 -4.37 -0.36 0.12
H -3.53 -1.03 0.92 0.07
H -4.62 -3.40 2.26 0.09
H -5.10 -1.74 2.39 0.13
H -2.52 -2.88 3.62 0.07
H -4.00 -2.48 4.50 0.09
H -3.06 -1.20 3.73 0.08
S -0.40 1.16 2.00 0.66
C 1.21 1.80 1.92 -0.80
N 1.60 2.57 0.92 0.03
C 2.93 3.15 0.80 -0.13
C 3.92 2.30 1.58 -0.15
C 3.40 2.09 3.00 -0.13
N 2.04 1.56 2.92 0.05
H 0.91 2.73 0.20 0.09
H 2.91 4.18 1.17 0.13
H 3.20 3.17 -0.26 0.11
H 4.89 2.80 1.61 0.13
H 4.05 1.34 1.09 0.11
H 3.40 3.02 3.57 0.13
H 4.01 1.37 3.53 0.13
H 1.70 0.95 3.65 0.14
C -4.62 2.47 -0.58 -0.20
S -2.98 2.26 0.08 0.98
O -2.95 0.74 0.40 -0.72
C -2.00 2.50 -1.39 -0.43
C -2.17 1.70 -2.51 -0.08
C -1.37 1.94 -3.62 -0.04
C -0.44 2.96 -3.60 -0.05
C -0.30 3.77 -2.48 -0.06
C -1.08 3.54 -1.36 -0.11
H -4.81 1.72 -1.34 0.07
H -4.69 3.48 -1.00 0.08
H -5.33 2.37 0.24 0.07
H -2.90 0.91 -2.52 0.10
H -1.49 1.32 -4.51 0.12
H 0.17 3.15 -4.48 0.12
H 0.41 4.59 -2.49 0.12
H -1.00 4.18 -0.49 0.12
N 0.97 -2.54 -1.82 0.12
C 1.74 -1.52 -1.47 -0.73
S 1.24 -0.27 -0.39 0.72
N 3.00 -1.49 -1.91 0.06
C 3.96 -0.44 -1.70 -0.29
C 5.08 -0.71 -0.92 -0.02
C 6.06 0.26 -0.79 -0.07
C 5.93 1.48 -1.43 -0.07
C 4.80 1.74 -2.21 -0.08
C 3.82 0.77 -2.35 -0.04
H 0.02 -2.61 -1.47 -0.04
H 1.32 -3.25 -2.44 0.13
H 3.33 -2.31 -2.40 0.17
H 5.18 -1.67 -0.43 0.12
H 6.95 0.05 -0.20 0.12
H 6.70 2.23 -1.34 0.12
H 4.71 2.68 -2.74 0.11
H 2.95 0.94 -2.98 0.12
```

As for the total charge: +2.

=====

Ordered gap between HOMO and LUMO results: 0.2799 0.2794; unit Eh.
Ordered strongest force on any atom results: 0.86 0.71; unit eV Å⁻¹.
Ordered M results: 647.27 647.27; unit g mol⁻¹.